Density functional theory data (ωB97M-V/def2-TZVPD) for a structure of composition C11H24IO4P2Sn in a non-equilibrium geometry.

XYZ file:
```
43
Properties=species:S:1:pos:R:3:forces:R:3
C -3.972884 -1.696007 -6.302655 0.04 0.03 0.04
C -3.547683 -2.016302 -4.882642 -1.98 -3.92 1.43
H -4.646515 -2.510376 -6.596689 0.15 0.13 0.15
H -3.115220 -1.684158 -6.996103 -0.22 0.16 0.44
H -4.528771 -0.745037 -6.360083 0.42 -0.27 0.15
O -3.856906 -2.948468 -4.182053 0.97 2.96 -2.24
I -2.165113 -0.583708 -3.945242 0.96 1.11 0.49
Sn -0.093379 0.111633 -0.382971 1.25 0.95 1.52
P -2.054377 1.474032 0.706716 -2.54 1.20 -0.43
C -2.636183 0.953422 2.336987 0.91 -1.08 0.12
C -1.676746 3.247124 0.850853 1.30 -0.18 -0.30
H -2.591092 3.824416 1.058931 0.01 -0.47 -0.12
H -4.250234 2.042622 -0.176345 0.40 -0.26 -0.07
H -1.199038 3.599484 -0.074013 -0.24 0.08 0.19
H -3.080303 1.537498 -1.478038 -0.28 0.10 0.32
H -1.819730 1.029684 3.063134 -0.16 0.17 0.03
H -0.957816 3.411901 1.663125 -0.17 -0.03 -0.11
C -3.447010 1.337266 -0.457754 0.35 -0.41 -0.15
H -3.479975 1.575237 2.668573 0.17 0.05 -0.36
H -3.820143 0.302249 -0.439806 -0.03 0.31 0.00
H -2.931810 -0.100667 2.299355 -0.21 0.18 0.05
P 2.017183 -1.253878 -1.136185 1.39 -1.38 -2.00
C 2.607264 -2.550686 -0.023283 -0.98 0.16 0.98
C 1.570657 -2.023702 -2.725347 -0.51 0.17 0.20
H 3.145868 0.684029 -2.042335 0.22 -0.19 0.01
H 4.242015 -0.740565 -2.005907 -0.46 -0.20 0.10
H 3.883028 0.174106 -0.511932 -0.10 -0.13 -0.19
C 3.460596 -0.191597 -1.457726 -0.59 1.09 0.48
H 1.095743 -1.262711 -3.366285 0.31 -0.28 0.04
H 2.462931 -2.454445 -3.216062 -0.31 0.24 0.30
H 3.472566 -3.079728 -0.447555 -0.20 0.30 -0.23
H 1.796668 -3.257665 0.180358 0.19 -0.13 -0.16
H 0.820180 -2.806648 -2.540143 0.26 0.11 -0.11
H 2.890910 -2.113933 0.939405 0.17 0.00 -0.11
C 0.113042 -1.040183 1.749741 0.08 -2.29 3.64
O 0.166055 -1.620279 2.737745 -0.13 2.19 -3.58
C 2.859083 2.118138 2.236191 0.87 0.77 0.75
O 1.928511 1.199929 1.666335 -1.22 -0.70 -1.21
C 1.333589 1.644515 0.542665 0.82 1.36 -0.67
O 1.584000 2.715136 0.021218 -0.84 -1.80 0.57
H 2.346371 3.031572 2.532838 0.12 0.06 -0.23
H 3.696390 2.316922 1.565553 -0.28 0.11 -0.09
H 3.238252 1.640179 3.119727 0.10 -0.28 0.36
```
Forces are in eV/Å.

- electronic energy (eV) = -52465.401
- net charge = +3
- relative energy (zero: lowest compared OMol25 entry of this formula, charge and spin) (kJ/mol) = 0.0
- highest occupied orbital energy (spin up / spin down) (eV) = -17.8 / -17.8
- HOMO-LUMO gap (spin up / spin down) (eV) = 4.179 / 4.171
- molar mass (g mol⁻¹) = 527.87

Atom charges from the Löwdin analysis, given in e for atoms 1 to 6: -0.05, -0.74, 0.11, 0.11, 0.11, 0.05